Record 1
5 unconnected molecules or ions with the total composition C35H79N4O. Source: the Open Molecules 2025 dataset; level of theory: the ωB97M-V functional and the def2-TZVPD basis.

Its net charge is +3. Its spin multiplicity is 1. The energy above the lowest of the compared OMol25 structures with the same formula, charge and spin is 170.4 kJ/mol. For the HOMO-LUMO gap, the calculation gives 0.275 Eh. The calculated total energy is -1674.20261 hartree. The highest occupied orbital energy comes out at -0.4762 Eh.

Structure (XYZ):
```
119
Properties=species:S:1:pos:R:3:mulliken_charge:R:1
C -31.82739 -20.46540 18.26719 -1.191
C -33.13758 -20.73663 17.54664 0.566
C -33.15212 -20.03866 16.22125 -0.939
O -33.42697 -22.11889 17.47974 -0.301
H -31.97949 -20.36461 19.34181 0.242
H -31.30278 -19.54184 18.02240 0.402
H -31.09831 -21.23856 18.02481 -0.024
H -33.99797 -20.32027 18.07054 0.220
H -34.09811 -20.12526 15.68674 -0.224
H -32.41394 -20.42471 15.51828 -0.098
H -33.09365 -18.95042 16.24176 0.654
C -28.89193 -23.99204 18.33909 -1.451
C -29.82005 -24.05804 19.56501 -0.364
C -31.32443 -24.44859 19.38565 -0.129
N -32.21176 -24.14445 20.65772 0.684
C -31.87514 -25.17874 21.69523 -1.099
C -33.74815 -24.23218 20.37024 0.986
C -34.36758 -22.86704 20.81782 0.292
C -33.45673 -22.39018 21.86597 -1.097
C -32.05411 -22.80741 21.37818 -0.141
H -27.92744 -23.72729 18.77241 0.448
H -29.27398 -23.25065 17.63731 0.227
H -28.62295 -24.96776 17.93446 0.397
H -29.77756 -23.03679 19.94363 0.246
H -29.41111 -24.80113 20.24961 0.396
H -31.56978 -25.46446 19.07596 0.450
H -31.82594 -23.89795 18.58979 -0.163
H -31.97686 -26.11197 21.14129 0.423
H -32.58457 -25.23163 22.52107 0.367
H -30.82003 -25.11206 21.96054 0.366
H -34.26566 -24.99359 20.95379 0.329
H -33.96256 -24.47496 19.32948 -1.294
H -35.38578 -22.93724 21.20049 0.570
H -34.29736 -22.12934 20.01846 -0.528
H -33.71117 -22.99373 22.73724 0.381
H -33.65411 -21.34695 22.11256 0.441
H -31.22177 -22.76666 22.08079 0.465
H -31.83962 -22.10060 20.57662 -0.258
C -29.16393 -19.60767 15.86241 -1.215
C -27.71177 -19.17766 15.43952 -0.387
C -26.60990 -19.45545 16.53167 -0.776
N -25.10878 -19.12050 16.10675 0.123
C -25.09471 -17.82379 15.26635 -0.981
C -24.59915 -20.26456 15.21386 -0.675
C -23.10324 -20.28040 15.44072 -0.527
C -22.74640 -19.56203 16.73520 -0.651
C -24.16006 -19.26041 17.32696 -0.496
H -29.32998 -19.14872 16.83704 0.300
H -29.18789 -20.68426 16.03120 0.191
H -29.92893 -19.39718 15.11504 0.425
H -27.73641 -18.10057 15.27410 0.417
H -27.56982 -19.65088 14.46791 0.354
H -26.67036 -20.50183 16.83092 0.397
H -26.77645 -18.79256 17.38075 0.459
H -25.59970 -17.92282 14.30548 0.370
H -24.04510 -17.58317 15.09741 0.427
H -25.49142 -17.00299 15.86385 0.359
H -24.92141 -20.14947 14.17896 0.395
H -25.02930 -21.11788 15.73818 0.358
H -22.52990 -19.86596 14.61149 0.332
H -22.89279 -21.33985 15.58694 0.338
H -22.19339 -18.62598 16.65710 0.329
H -22.24217 -20.26259 17.40083 0.364
H -24.34348 -18.49099 18.07692 0.460
H -24.43318 -20.23434 17.73311 0.292
C -37.41918 -19.62449 14.25269 -1.324
C -37.58354 -20.07279 15.70838 -0.745
C -37.32888 -21.60999 15.83711 0.469
N -38.41769 -22.42952 16.60295 0.170
C -39.77379 -22.29327 15.89034 -0.910
C -37.98640 -23.91303 16.68026 -1.095
C -36.75649 -23.92811 17.66598 0.611
C -37.21584 -22.96385 18.73171 -0.165
C -38.36557 -22.11169 18.11581 -0.961
H -36.36254 -19.58610 13.98783 0.185
H -37.84054 -18.62006 14.21182 0.418
H -37.92697 -20.22249 13.49596 0.370
H -38.56919 -19.72219 16.01445 0.519
H -36.82827 -19.55638 16.30082 0.472
H -36.41042 -21.84441 16.37524 -0.635
H -37.27995 -22.11991 14.87498 0.391
H -39.48705 -22.40770 14.84498 0.360
H -40.29797 -21.36054 16.09854 0.336
H -40.38038 -23.14997 16.18396 0.390
H -38.81243 -24.47986 17.10979 0.422
H -37.92813 -24.24582 15.64394 0.494
H -36.61835 -24.95536 18.00328 0.875
H -35.81133 -23.54243 17.28386 -0.994
H -37.60756 -23.52055 19.58302 0.530
H -36.46616 -22.24484 19.06201 -0.077
H -39.31162 -22.39016 18.58008 0.372
H -38.19859 -21.03482 18.09195 0.450
C -34.10838 -21.10207 12.56766 -1.437
C -34.29970 -22.56260 12.93602 0.095
C -33.02391 -23.03681 13.68599 -0.435
N -33.08570 -24.50090 14.16046 0.450
C -33.26469 -25.51600 12.97339 -0.912
C -34.13217 -24.80366 15.29831 -0.252
C -33.56404 -25.83499 16.28672 0.081
C -32.12391 -25.99972 15.97209 -0.642
C -31.86578 -24.87334 15.04486 -0.645
H -35.07885 -20.74680 12.22117 0.395
H -33.30960 -20.93783 11.84442 0.436
H -33.81988 -20.46589 13.40441 0.201
H -34.47487 -23.11328 12.01181 0.303
H -35.23244 -22.67888 13.48791 0.131
H -32.72398 -22.40282 14.52037 -0.160
H -32.19270 -22.97608 12.98348 0.586
H -34.04596 -25.13557 12.31536 0.331
H -33.42588 -26.46954 13.47625 0.411
H -32.37640 -25.55402 12.34284 0.310
H -35.09532 -25.07884 14.86853 0.390
H -34.20183 -23.80507 15.72967 -0.198
H -34.10565 -26.77095 16.14984 0.566
H -33.78871 -25.55154 17.31496 -0.523
H -31.91371 -26.96150 15.50422 0.358
H -31.54060 -26.06997 16.89019 0.274
H -31.02221 -25.05755 14.37960 0.589
H -31.67403 -23.99089 15.65528 0.138
```

---

Record 2
A single C12H13ClSi molecule. Source: the Open Molecules 2025 dataset; level of theory: the ωB97M-V functional and the def2-TZVPD basis.

Its spin multiplicity is 1. The energy above the lowest of the compared OMol25 structures with the same formula, charge and spin is 0.0 kJ/mol. For the HOMO-LUMO gap, the calculation gives 0.344 Eh. The calculated total energy is -1214.74536 hartree. The highest occupied orbital energy comes out at -0.3174 Eh. The SMILES is C[Si@@](Cl)(c1ccccc1)C1C=CC=C1.

Structure (XYZ):
```
27
Properties=species:S:1:pos:R:3:nbo_charge:R:1
C -0.52185 1.07465 2.49451 -1.144
Si -0.42730 0.94882 0.62261 1.641
Cl -0.87858 2.72090 -0.39948 -0.376
C 1.30783 0.48077 0.10521 -0.512
C 1.88147 -0.66207 0.61508 -0.186
C 3.15478 -1.06840 0.26301 -0.224
C 3.81527 -0.41792 -0.75984 -0.193
C 3.22581 0.70229 -1.35921 -0.211
C 1.96373 1.05293 -0.94000 -0.193
C -1.49387 -0.51175 -0.05296 -0.740
C -1.91008 -0.38358 -1.57394 -0.164
C -3.25782 -0.50856 -1.66390 -0.242
C -3.80516 -0.78324 -0.29432 -0.221
C -2.80455 -0.79015 0.56087 -0.204
H 0.12998 1.81760 2.97298 0.264
H -1.52187 1.03773 2.88715 0.252
H 0.14795 0.25584 2.88332 0.253
H 1.39410 -1.16496 1.52811 0.202
H 3.62681 -1.90850 0.72230 0.214
H 4.69419 -0.79650 -1.15140 0.207
H 3.82526 1.16137 -2.23891 0.223
H 1.31359 1.70540 -1.66092 0.222
H -0.91793 -1.49037 -0.02363 0.283
H -1.23634 -0.24785 -2.30354 0.200
H -3.87092 -0.27201 -2.58724 0.221
H -4.88414 -0.88639 -0.21428 0.217
H -2.95041 -1.06606 1.56839 0.209
```

---

Among the records above, which one has the highest energy above the lowest of the compared OMol25 structures with the same formula, charge and spin? C35H79N4O